The molecule C5H10O at a distorted geometry. Source: the Open Molecules 2025 dataset; level of theory: ωB97M-V/def2-TZVPD.

Output
- energy relative to the best compared isomer or geometry (same formula, charge and spin) (eV) = 4.653
- largest force on an atom (eV/Å) = 1.97
- total energy (eV) = -7390.112

Positions of all 16 atoms, in Å:
C  -0.8033  1.1700  -0.7150
C  -0.1253  -0.0198  -0.0743
C  -1.0744  -1.1773  0.2239
C  0.8600  0.2633  1.0764
O  1.9266  -0.5892  0.7232
C  1.7730  -0.5572  -0.6588
H  -1.3676  0.8862  -1.6120
H  -0.0805  1.9458  -0.9887
H  -1.5218  1.6163  -0.0073
H  -1.6541  -1.4795  -0.6576
H  -0.5280  -2.0489  0.6018
H  -1.7896  -0.8657  1.0030
H  0.4929  0.0093  2.0799
H  1.1741  1.3206  1.0612
H  0.7259  -0.9101  -0.9887
H  1.9922  0.4364  -1.0669

Atomic partial charges in e from the natural (NBO) method, atoms 1 to 6:
1. C -0.6484
2. C 0.0157
3. C -0.6527
4. C -0.0799
5. O -0.5494
6. C -0.1355